1.
C3H4EuO2 as an isolated structure in a non-equilibrium geometry. Source: the Open Molecules 2025 dataset; level of theory: ωB97M-V/def2-TZVPD.

The spin multiplicity is 8. Its expectation value of S² is 15.76. The HOMO-LUMO gap (spin up / spin down) is 5.67 / 5.91 eV. The charge is +2. For the total energy, the calculation gives -26579.454 eV.

Last column: natural (NBO) charge in e.
Positions of all 10 atoms, in Å:
C  1.7189  1.3093  0.4329  0.1852
C  1.4713  0.6298  -0.7185  -0.3806
H  2.2555  0.4708  -1.4603  0.2575
H  0.4373  0.3797  -0.9631  0.2265
C  0.9443  0.4644  1.4551  0.4856
O  1.2566  -0.6484  1.8764  -0.7557
Eu  0.5331  -2.4976  3.6215  1.9629
H  0.0350  0.9675  1.8263  0.1582
O  2.9224  1.7770  0.7641  -0.6643
H  3.0414  2.6633  0.3957  0.5246

=====

2.
One molecule with the formula C3H4F2 in a non-equilibrium geometry. Source: the Open Molecules 2025 dataset; level of theory: ωB97M-V/def2-TZVPD.

The HOMO-LUMO gap is 11.04 eV. Its SMILES is F[C@@H]1C[C@@H]1F. For the total energy, the calculation gives -8608.635 eV.

Last column: natural (NBO) charge in e.
Positions of all 9 atoms, in Å:
F  -0.8650  -1.4885  -0.2313  -0.3179
C  -0.7481  -0.3170  0.2960  0.1689
C  -0.1813  0.6904  -0.5781  -0.5136
C  0.7641  -0.0321  0.3312  0.1502
F  1.5184  -1.0499  -0.2168  -0.3391
H  -1.3973  -0.1052  1.1580  0.1771
H  0.0177  0.0874  -1.4801  0.2550
H  -0.2954  1.7471  -0.5154  0.2404
H  1.1869  0.4677  1.2365  0.1790

=====

3.
One molecule with the formula C3H4F2 in a non-equilibrium geometry. Source: the Open Molecules 2025 dataset; level of theory: ωB97M-V/def2-TZVPD.

The HOMO-LUMO gap is 10.97 eV. Its SMILES is C=CC(F)F. For the total energy, the calculation gives -8608.541 eV.

Last column: natural (NBO) charge in e.
Positions of all 9 atoms, in Å:
C  -1.2663  0.6285  -0.1293  -0.3356
C  0.1225  0.5163  0.0544  -0.2722
C  0.9135  -0.5792  0.3326  0.5099
F  0.1275  -1.6334  0.5435  -0.3293
F  1.7819  -0.7229  -0.7892  -0.3486
H  -1.8412  -0.3143  0.0615  0.2015
H  -1.7853  1.3377  -0.7858  0.2135
H  0.6318  1.1565  -0.5490  0.2115
H  1.3156  -0.3893  1.2614  0.1494

=====

4.
One molecule with the formula C3H4F2 in a non-equilibrium geometry. Source: the Open Molecules 2025 dataset; level of theory: ωB97M-V/def2-TZVPD.

The HOMO-LUMO gap is 11.26 eV. Its SMILES is F[C@@H]1C[C@@H]1F. For the total energy, the calculation gives -8608.177 eV.

Last column: natural (NBO) charge in e.
Positions of all 9 atoms, in Å:
F  -1.4451  -0.8417  -0.2342  -0.3467
C  -0.7730  0.1190  0.5342  0.1538
C  -0.1295  1.1810  -0.4250  -0.5135
C  0.7506  0.2685  0.3770  0.2063
F  1.6418  -0.6323  -0.1768  -0.3228
H  -1.2317  0.5183  1.4325  0.1867
H  -0.1063  0.7008  -1.3965  0.2345
H  -0.5411  2.1260  -0.5580  0.2376
H  1.0203  0.5104  1.3031  0.1641

=====

5.
One molecule with the formula C3H4F2 in a non-equilibrium geometry. Source: the Open Molecules 2025 dataset; level of theory: ωB97M-V/def2-TZVPD.

The HOMO-LUMO gap is 10.45 eV. Its SMILES is C/C(F)=C/F. For the total energy, the calculation gives -8609.378 eV.

Last column: natural (NBO) charge in e.
Positions of all 9 atoms, in Å:
C  0.2131  -0.0004  0.5464  -0.6665
C  0.7454  -0.9014  -0.4973  0.3453
F  1.5979  -1.7859  -0.0680  -0.3031
C  0.3319  -0.8787  -1.7807  0.1068
F  0.9087  -1.7577  -2.7014  -0.3443
H  1.1788  0.2297  1.1392  0.2225
H  0.0017  0.8554  0.0662  0.2229
H  -0.5257  -0.3726  1.2500  0.2334
H  -0.2591  -0.0716  -2.2201  0.1830

=====

6.
A 2-piece molecular cluster, C3H4F2N2 overall in a non-equilibrium geometry. Source: the Open Molecules 2025 dataset; level of theory: ωB97M-V/def2-TZVPD.

The HOMO-LUMO gap (spin up / spin down) is 7.67 / 7.67 eV. For the total energy, the calculation gives -11586.562 eV.

Last column: natural (NBO) charge in e.
Positions of all 11 atoms, in Å:
C  1.6308  -1.1937  -0.1804  0.3882
C  0.8014  1.1638  -0.6002  0.1917
C  -0.9874  -1.3384  0.5267  0.3672
N  2.4316  -1.8689  0.3441  -0.4233
N  0.7576  -0.2614  -0.6188  -0.6134
F  0.9885  1.5957  0.7361  -0.3867
F  -1.9508  -0.7151  -0.1127  -0.2765
H  1.5916  1.6574  -1.3344  0.1828
H  -0.1238  1.5901  -0.9047  0.1729
H  -0.7358  -0.9255  1.5093  0.2012
H  -0.6598  -2.2847  0.1714  0.1958

=====

7.
A 2-piece molecular cluster, C3H4F2O overall in a non-equilibrium geometry. Source: the Open Molecules 2025 dataset; level of theory: ωB97M-V/def2-TZVPD.

The spin multiplicity is 3. Its expectation value of S² is 2.00. The HOMO-LUMO gap (spin up / spin down) is 8.51 / 8.04 eV. For the total energy, the calculation gives -10652.245 eV.

Last column: natural (NBO) charge in e.
Positions of all 10 atoms, in Å:
C  0.7682  0.4622  -0.3474  0.4312
C  4.5309  0.0168  -0.5367  0.6747
C  -0.4519  0.4273  0.5563  -0.7193
O  1.8097  -0.0676  -0.0970  -0.5352
F  4.6262  0.9577  0.3654  -0.3474
F  4.3206  -1.0493  0.1228  -0.3259
H  0.7904  0.9289  -1.3445  0.1164
H  -0.4819  1.4754  0.9815  0.2387
H  -0.3367  -0.1571  1.4632  0.2369
H  -1.2507  0.0690  -0.0176  0.2300

=====

8.
C3H4F3NO2PdSbSe4 as an isolated structure in a non-equilibrium geometry. Source: the Open Molecules 2025 dataset; level of theory: ωB97M-V/def2-TZVPD.

The spin multiplicity is 3. Its expectation value of S² is 2.02. The HOMO-LUMO gap (spin up / spin down) is 6.04 / 4.96 eV. The charge is -1. For the total energy, the calculation gives -288317.021 eV.

Last column: natural (NBO) charge in e.
Positions of all 19 atoms, in Å:
Pd  -0.5906  -0.4659  -1.0863  0.7664
N  -0.5785  -0.4420  1.4054  -0.8474
C  -1.1060  0.9090  1.6204  -0.3522
C  -0.7510  1.9426  0.5142  0.7583
O  -0.6186  3.1016  0.8694  -0.6498
O  -0.6901  1.5407  -0.7090  -0.7351
H  -1.1127  -1.1321  1.9124  0.3782
H  0.3857  -0.5033  1.7008  0.3829
H  -0.7734  1.3553  2.5574  0.2037
H  -2.1968  0.8606  1.6259  0.2104
Se  5.0736  -0.8505  -3.2484  -0.6530
Sb  3.9553  -0.7948  -1.0709  0.9250
Se  4.4202  1.3445  0.0823  -0.1837
Se  4.6164  -2.6007  0.4479  -0.6539
Se  1.4639  -1.2079  -1.6152  -0.3111
F  -2.7934  -1.7432  -0.4533  -0.3651
C  -2.5141  -0.6122  -1.1884  0.7972
F  -3.4549  0.2662  -0.8765  -0.3204
F  -2.7350  -0.9678  -2.4882  -0.3503